No. 1
{"formula": "C8H15Cl2NO2PV", "method": "ωB97M-V/def2-TZVPD", "total_charge": 3, "fmax_ev_per_a": 11.57, "multiplicity": 2, "e_tot_ha": -2723.5007, "e_lumo_ev": [-15.69, -15.51], "homo_ev": [-21.974, -22.001], "elements": ["V", "Cl", "Cl", "P", "O", "O", "N", "C", "C", "C", "C", "C", "C", "C", "C", "H", "H", "H", "H", "H", "H", "H", "H", "H", "H", "H", "H", "H", "H", "H"], "positions_angstrom": [[0.659882, -1.183484, -0.904504], [1.177108, -2.692099, 0.720198], [2.385793, -1.034728, -2.314600], [0.094921, 1.018062, -1.844825], [-2.169516, -1.369244, 0.224187], [-1.172397, -1.254014, -3.458497], [0.679612, 0.323592, 0.999533], [0.140256, 0.632751, 3.547411], [-0.475395, -2.126517, -2.909981], [-1.300001, 1.975185, -1.145660], [0.341777, 0.564691, 2.101352], [0.006451, 1.293902, -3.672334], [1.563866, 1.880183, -1.176943], [-0.225726, -3.463381, -3.604236], [-1.105279, -1.374522, -0.306469], [-0.831265, 0.101963, 3.735927], [0.072540, 1.710416, 3.865009], [-1.210412, -3.886616, -3.799563], [1.782111, 2.646745, -1.921493], [-1.492844, 2.785358, -1.856517], [-0.400924, 2.302267, -3.824401], [-2.183215, 1.340087, -1.002152], [1.233119, 2.298879, -0.220680], [-0.951752, 2.373482, -0.186673], [2.396909, 1.180067, -1.036640], [0.201097, -4.071167, -2.816860], [1.017511, 0.112622, 4.048587], [0.988526, 1.157221, -4.149509], [-0.699500, 0.556467, -4.086738], [0.410046, -3.612569, -4.518130]], "forces_ev_per_a": [[7.1, -0.7, 1.3], [-1.0, 1.5, -2.0], [-1.9, -0.6, 0.7], [-0.5, 2.6, -0.5], [6.8, -0.2, -3.5], [3.6, -4.9, 4.2], [-1.5, -0.5, 1.1], [-0.1, 0.4, 0.1], [-4.0, 4.6, -6.3], [0.2, -0.9, 0.2], [1.6, -1.2, -1.7], [-0.1, -1.1, 0.2], [-0.2, -0.5, 0.2], [0.8, -1.7, 1.7], [-10.6, 0.1, 4.6], [0.8, 0.5, 0.2], [0.0, -1.1, -0.1], [-0.4, 0.3, -0.1], [0.2, 0.1, 0.0], [-0.1, -0.1, 0.1], [0.2, -0.1, 0.1], [0.0, 0.4, -0.1], [0.4, 0.1, -0.4], [-0.3, 0.0, -0.2], [-0.1, 0.7, 0.0], [0.3, -0.6, -0.1], [-1.1, 0.6, -0.6], [-0.3, 0.1, 0.2], [0.4, 0.9, -0.1], [-0.3, 1.3, 0.6]]}


No. 2
{"formula": "C8H15ClCrNO6", "method": "ωB97M-V/def2-TZVPD", "total_charge": 1, "fmax_ev_per_a": 3.53, "multiplicity": 5, "e_above_lowest_ev": 0.996, "e_tot_ha": -2324.4073, "e_lumo_ev": [-7.10, -6.10], "homo_ev": [-13.566, -13.566], "elements": ["Cr", "Cl", "O", "O", "O", "O", "O", "O", "N", "C", "C", "C", "C", "C", "C", "C", "C", "H", "H", "H", "H", "H", "H", "H", "H", "H", "H", "H", "H", "H", "H", "H"], "positions_angstrom": [[-0.867532, 0.022795, 3.416360], [-0.596739, -2.077604, 2.190316], [-1.829642, 2.411709, -0.137660], [-1.475300, 0.999689, 1.557159], [1.121926, 1.054592, -3.255470], [0.702890, -0.709866, -2.116523], [1.350585, 1.130351, -1.016600], [-3.073609, 0.688675, -0.012185], [3.842948, -3.320663, 3.986909], [1.082948, 0.547930, -2.040675], [-3.495200, -0.566224, 0.554950], [2.508257, -3.586613, 1.763550], [0.317307, -1.347232, -0.928008], [3.263301, -3.423943, 3.003506], [-0.748751, 3.259820, 0.328687], [-2.088154, 1.338087, 0.538899], [1.246869, 2.454158, -3.423538], [-0.621312, 3.958494, -0.491110], [2.980908, -4.363261, 1.167120], [0.152433, 2.690218, 0.536725], [2.452743, -2.646899, 1.217445], [-0.415904, -2.121255, -1.146316], [-1.099175, 3.783218, 1.217831], [-4.010754, -0.382877, 1.499702], [0.703963, 3.007715, -2.653394], [-0.258252, -0.666258, -0.290785], [1.472848, -3.825974, 2.002008], [0.812603, 2.755079, -4.371451], [1.147840, -1.685576, -0.314127], [-2.642350, -1.218904, 0.720930], [-4.220637, -0.938861, -0.160250], [2.282939, 2.779479, -3.344009]], "forces_ev_per_a": [[-0.2, -1.5, -3.2], [-0.3, 1.9, 1.6], [0.3, -0.1, 0.1], [0.6, -0.5, 2.1], [-0.3, -0.4, -0.7], [-0.2, -0.7, -0.8], [-0.2, 0.3, 0.3], [0.3, 0.1, 0.1], [0.0, 0.1, 0.1], [0.3, 0.6, 0.4], [-0.3, 0.2, 0.3], [-0.1, 0.1, 0.2], [-0.9, 0.4, 1.2], [-0.2, 0.0, -0.2], [-0.3, 0.2, 0.1], [-0.5, 0.1, -0.7], [0.1, 1.0, 0.7], [0.2, 0.0, 0.1], [-0.2, 0.0, -0.1], [0.0, -0.1, -0.2], [0.4, 0.0, -0.1], [0.6, -0.4, -0.4], [0.1, 0.1, 0.0], [0.0, 0.0, 0.0], [-0.1, -0.3, 0.1], [0.3, 0.2, -0.1], [0.1, -0.4, 0.0], [0.2, -0.4, -0.2], [0.1, -0.2, -0.3], [-0.1, -0.1, -0.2], [0.2, -0.2, 0.0], [0.1, -0.2, -0.2]]}


No. 3
{"formula": "C8H15ClSi", "method": "ωB97M-V/def2-TZVPD", "smiles": "C[Si](C)(C)[C@@H]1CCC=C1Cl", "fmax_ev_per_a": 5.47, "e_above_lowest_ev": 0.812, "e_tot_ha": -1063.4320, "e_lumo_ev": 0.94, "homo_ev": -8.856, "elements": ["Cl", "Si", "C", "C", "C", "C", "C", "C", "C", "C", "H", "H", "H", "H", "H", "H", "H", "H", "H", "H", "H", "H", "H", "H", "H"], "positions_angstrom": [[-2.251514, 2.459333, -0.763890], [0.201896, -0.028145, 1.048464], [-1.268616, 1.135101, -1.234882], [0.084982, -0.246550, -2.635401], [-0.579219, 1.063986, -2.357461], [2.006847, 0.240848, 0.336188], [-1.005410, -0.429007, -0.366052], [-0.319592, -1.275519, -1.495177], [0.155369, -1.502463, 2.246455], [-0.436183, 1.491725, 2.020308], [-1.137728, 1.287562, 2.709400], [0.712999, -2.430398, 2.014127], [-0.884472, -1.982429, 2.448935], [0.294599, -1.239544, 3.339125], [2.810047, 0.333065, 1.137841], [2.334816, -0.645392, -0.087706], [-1.973616, -0.887672, 0.058931], [0.287424, 1.954780, 2.622824], [-0.219030, -0.592807, -3.532050], [-1.137843, -1.967370, -1.777222], [-0.745670, 2.351159, 1.438999], [-0.459387, 1.668315, -3.229697], [1.989344, 1.005678, -0.301822], [1.123901, 0.070436, -2.768432], [0.416055, -1.834692, -0.871809]], "forces_ev_per_a": [[-0.1, -0.1, 0.2], [0.2, 0.4, 0.6], [0.5, -2.9, 0.9], [1.1, 0.4, 3.6], [-0.4, -1.3, -0.1], [-0.8, -2.0, 5.0], [-0.9, 2.9, -0.7], [-1.1, 0.8, 1.5], [-1.8, -1.4, 1.8], [2.1, 0.3, -2.8], [-3.0, -1.1, 2.1], [0.3, 0.7, 0.0], [1.0, 1.1, -1.1], [0.8, 0.0, -1.2], [-1.3, 0.6, -0.6], [0.3, -1.8, -1.5], [1.3, 0.9, -0.9], [1.8, 0.3, 0.9], [-1.0, -1.3, -3.1], [0.9, 0.2, -0.6], [-0.4, -0.2, -0.5], [-0.4, 1.3, 0.1], [0.3, 3.1, -2.6], [0.4, -1.0, 0.4], [0.2, 0.1, -1.5]]}


No. 4
{"formula": "C8H15F2I", "method": "ωB97M-V/def2-TZVPD", "fmax_ev_per_a": 3.16, "multiplicity": 3, "e_tot_ha": -811.0572, "e_lumo_ev": [0.41, -0.70], "homo_ev": [-7.774, -9.993], "elements": ["I", "F", "F", "C", "C", "C", "C", "C", "C", "C", "C", "H", "H", "H", "H", "H", "H", "H", "H", "H", "H", "H", "H", "H", "H", "H"], "positions_angstrom": [[3.354334, 0.351292, -0.283280], [2.007329, -2.660264, -0.883162], [2.050667, -1.168161, 1.836896], [-0.883149, -1.903093, 1.151734], [0.264861, -2.727471, 0.577461], [1.746377, -0.707481, 0.635151], [0.075279, 3.436961, 0.430136], [0.322588, -1.099139, -1.492064], [1.091493, -1.831296, -0.309989], [-0.593841, 2.100097, 0.161837], [-1.822287, 2.095011, -0.655969], [-1.832670, 1.432146, -1.486138], [0.933911, -3.120665, 1.274006], [0.026786, 1.252824, -0.043353], [-0.582147, -1.007251, 1.658556], [-0.004780, -3.604926, -0.122527], [1.227712, 3.381594, 0.320047], [-0.229014, 3.814665, 1.435000], [-1.356220, -2.497326, 1.862845], [0.031185, -0.094531, -1.174050], [-2.700300, 1.900734, 0.064306], [-1.480345, -1.579326, 0.394342], [-0.491644, -1.779511, -1.690494], [-1.961059, 3.058136, -1.020153], [-0.286243, 3.913521, -0.430426], [1.091188, -0.956552, -2.210719]], "forces_ev_per_a": [[-0.5, -0.1, 0.4], [1.4, -0.2, -0.4], [0.2, 0.2, 0.4], [2.3, -1.1, 0.9], [-1.0, 0.3, -2.5], [0.5, -1.4, -2.0], [1.6, -2.2, 1.0], [1.0, -0.6, 2.8], [-0.9, 2.4, 0.5], [1.1, -0.1, -0.5], [-1.3, -0.6, 2.8], [-0.1, -0.9, -0.5], [0.8, -0.7, 1.5], [0.5, -0.3, 0.7], [0.7, 0.4, 0.3], [-0.2, 1.3, 1.2], [-1.9, 0.0, 0.5], [0.3, 0.3, -1.0], [-1.4, -0.9, 1.1], [-0.4, -0.5, -0.1], [0.8, 0.0, -1.3], [-2.1, 0.6, -2.0], [-0.3, 0.3, -0.9], [-0.6, 1.9, -0.8], [-0.4, 2.1, -0.6], [0.2, -0.2, -1.2]]}


No. 5
{"formula": "C8H15F3InO5S", "method": "ωB97M-V/def2-TZVPD", "total_charge": -1, "fmax_ev_per_a": 1.06, "e_above_lowest_ev": 0.000, "e_tot_ha": -1577.9880, "e_lumo_ev": 2.80, "homo_ev": -5.747, "elements": ["In", "S", "F", "F", "F", "O", "O", "O", "O", "O", "C", "C", "C", "C", "C", "C", "C", "C", "H", "H", "H", "H", "H", "H", "H", "H", "H", "H", "H", "H", "H", "H", "H"], "positions_angstrom": [[-0.307281, -0.543897, -1.500334], [-2.490370, -1.533868, -0.585886], [-3.434174, 0.722653, 0.482761], [-4.330799, -1.066217, 1.294748], [-2.321564, -0.507398, 1.860648], [-2.204684, -2.818384, 0.057998], [-3.574478, -1.480153, -1.566060], [2.681969, -2.320521, 1.355318], [-0.758442, 3.625841, 1.552730], [0.234712, 2.310138, 0.006397], [1.702078, -2.257870, 0.274380], [1.351334, 2.549645, 2.057858], [2.391639, -2.938509, -0.901613], [1.261155, -0.826260, 0.014854], [-3.194950, -0.545935, 0.843649], [-0.844519, 2.544250, -0.938477], [0.154030, 2.902314, 1.204430], [-0.771298, 1.542435, -2.073551], [1.846825, -2.756479, -1.834779], [2.217067, 3.112722, 1.692708], [1.141056, 2.807056, 3.097526], [1.586198, 1.486080, 1.959234], [-0.712932, 3.582169, -1.279935], [0.829758, -2.852141, 0.588220], [-1.792910, 2.474244, -0.398480], [-0.054130, 1.873838, -2.836062], [0.014971, -1.483693, -2.948927], [2.136910, -0.222101, -0.269249], [-1.758978, 1.523433, -2.555748], [3.402984, -2.526868, -1.001744], [0.880336, -0.411009, 0.961860], [2.256315, -1.944529, 2.135920], [2.462173, -4.020984, -0.750395]], "forces_ev_per_a": [[0.8, 0.5, -0.4], [-0.2, -0.4, -0.1], [0.0, 0.2, -0.1], [-0.2, -0.2, 0.1], [0.1, 0.0, 0.1], [-0.1, 0.1, 0.0], [0.0, 0.0, 0.2], [-0.2, 0.0, 0.0], [0.6, -0.4, -0.2], [0.1, 0.0, 0.3], [0.1, -0.1, 0.2], [-0.1, 0.0, 0.0], [-0.1, 0.1, -0.1], [0.0, -0.1, 0.3], [0.2, 0.1, -0.1], [-0.1, 0.3, -0.2], [-0.5, 0.1, 0.0], [-0.2, 0.1, 0.2], [0.1, -0.1, 0.2], [-0.1, -0.1, 0.1], [0.1, 0.0, -0.2], [0.0, 0.2, 0.0], [-0.2, -0.2, 0.1], [0.1, 0.1, -0.1], [0.2, 0.0, -0.1], [0.0, -0.2, 0.1], [-0.2, -0.1, 0.1], [-0.2, -0.1, 0.0], [0.2, 0.0, 0.0], [-0.1, -0.1, 0.0], [0.1, 0.0, -0.2], [0.1, 0.0, -0.2], [0.1, 0.2, 0.0]]}


No. 6
{"formula": "C8H15FN3O3", "method": "ωB97M-V/def2-TZVPD", "total_charge": 1, "fmax_ev_per_a": 4.53, "e_above_lowest_ev": 0.429, "e_tot_ha": -803.1809, "e_lumo_ev": -3.63, "homo_ev": -12.671, "elements": ["F", "O", "O", "O", "N", "N", "N", "C", "C", "C", "C", "C", "C", "C", "C", "H", "H", "H", "H", "H", "H", "H", "H", "H", "H", "H", "H", "H", "H", "H"], "positions_angstrom": [[-4.409353, -0.054469, 0.663741], [2.589923, -0.470240, -1.054806], [-1.535982, 1.789938, 0.326675], [-2.839716, 1.098642, -1.266874], [-1.850727, -1.791750, -0.068826], [-2.578153, 1.200976, 0.065242], [0.374751, -0.925549, 0.377698], [1.869860, 1.572753, -0.037716], [0.970631, -0.222013, 1.561952], [-0.816578, -1.343092, 0.243617], [-2.749273, -2.379568, -0.925531], [-3.322570, 0.662563, 0.939935], [2.577507, 0.958021, -1.306415], [3.110275, -0.417887, 0.300814], [2.157635, 0.565650, 1.051000], [-3.641267, -1.715588, -1.339907], [-3.320520, -3.215546, -0.501136], [-3.049557, 0.634075, 1.904145], [3.072840, -1.487056, 0.697110], [1.002026, -0.545571, -0.387266], [2.289089, 2.518112, 0.152304], [2.436346, 1.056370, 1.988920], [3.644654, 1.292343, -1.370036], [0.747230, 1.655284, -0.363035], [-2.230650, 1.553795, -1.907882], [4.175956, -0.085975, 0.282184], [0.165280, 0.635645, 1.726806], [2.190064, 1.088351, -2.431887], [1.116434, -0.888524, 2.463188], [-2.146148, -2.739685, -1.784015]], "forces_ev_per_a": [[0.2, 0.3, -0.6], [0.2, 1.5, 1.4], [2.0, 1.0, 1.0], [-2.1, -1.3, -1.5], [2.6, 1.8, 1.4], [1.0, 0.7, -1.7], [1.3, 0.5, 0.9], [-2.4, -0.9, -3.2], [-3.3, 2.1, 0.6], [-1.2, -0.8, -1.3], [-3.6, -0.7, -2.7], [-2.3, -1.1, -2.4], [0.4, 0.3, -2.6], [0.9, -1.9, 1.0], [0.4, -1.3, 0.5], [2.3, -0.7, 1.0], [0.7, 0.0, 0.2], [1.1, 0.4, 3.2], [0.1, 1.4, -0.4], [-0.9, -1.4, -0.8], [0.2, 1.3, 0.4], [1.1, -0.1, -0.4], [-0.8, -0.2, 0.2], [1.9, 0.2, 1.2], [0.0, 0.1, 2.0], [-0.8, -0.2, 0.0], [1.5, -1.8, 0.6], [0.2, 0.0, 2.8], [0.0, 0.7, -1.2], [-0.6, 0.1, 0.4]]}


No. 7
{"formula": "C8H15IN2O2P", "method": "ωB97M-V/def2-TZVPD", "total_charge": 1, "fmax_ev_per_a": 0.71, "e_tot_ha": -1212.6113, "e_lumo_ev": -5.23, "homo_ev": -12.112, "elements": ["I", "P", "O", "O", "N", "N", "C", "C", "C", "C", "C", "C", "C", "C", "H", "H", "H", "H", "H", "H", "H", "H", "H", "H", "H", "H", "H", "H", "H"], "positions_angstrom": [[-3.084176, -0.145354, -2.882279], [-2.262840, 1.995047, -2.126820], [1.013620, -0.978906, 1.711897], [-2.119374, 1.774019, -0.531752], [1.140745, 1.489208, -4.249513], [-0.086541, 1.630243, -3.787252], [0.534328, 1.794667, -1.548676], [1.832841, 1.639140, -1.985740], [2.094035, 1.479916, -3.352417], [-0.471361, 1.772952, -2.522901], [-0.281410, -0.592306, 1.307034], [1.084459, -1.990211, 2.709240], [0.437746, -3.303059, 2.306626], [-1.142737, -0.016323, 2.418149], [-1.338655, -0.747972, 3.201089], [-2.560374, 2.495244, -0.063364], [2.656185, 1.627408, -1.289151], [-0.122190, 0.168248, 0.542824], [-2.105033, 0.303838, 2.018067], [0.577338, -4.041535, 3.095302], [-0.634997, -3.200580, 2.136680], [0.286077, 1.920717, -0.510170], [0.887696, -3.686204, 1.389826], [-0.649890, 0.840640, 2.880341], [2.148989, -2.143644, 2.879504], [0.664901, -1.624631, 3.652016], [-0.798099, -1.424447, 0.813795], [3.101287, 1.345047, -3.705522], [-0.802568, 1.618837, -4.506832]], "forces_ev_per_a": [[0.1, -0.1, -0.1], [-0.4, 0.4, -0.3], [0.1, 0.1, -0.1], [0.1, 0.1, 0.2], [-0.1, 0.0, -0.2], [-0.1, 0.1, 0.0], [0.4, 0.0, -0.6], [-0.3, 0.0, 0.3], [-0.2, 0.1, 0.3], [0.4, -0.4, 0.3], [-0.1, -0.1, 0.1], [0.0, -0.1, 0.1], [0.0, 0.1, -0.1], [0.1, 0.0, 0.1], [0.0, 0.0, 0.0], [-0.1, -0.1, 0.2], [0.1, 0.0, 0.1], [0.0, 0.0, 0.0], [0.0, 0.0, 0.0], [0.0, 0.0, 0.0], [0.0, 0.0, 0.1], [0.0, 0.0, 0.1], [0.0, 0.0, 0.0], [0.0, 0.0, 0.0], [0.0, 0.0, 0.0], [0.0, 0.0, 0.0], [0.0, 0.0, 0.0], [0.1, 0.0, -0.3], [0.1, -0.1, -0.2]]}


No. 8
{"formula": "C8H15N3", "method": "ωB97M-V/def2-TZVPD", "fmax_ev_per_a": 5.55, "e_above_lowest_ev": 7.044, "e_tot_ha": -477.8466, "e_lumo_ev": [-0.93, -0.37], "homo_ev": [-7.903, -7.547], "elements": ["N", "N", "N", "C", "C", "C", "C", "C", "C", "C", "C", "H", "H", "H", "H", "H", "H", "H", "H", "H", "H", "H", "H", "H", "H", "H"], "positions_angstrom": [[-3.325995, 0.578916, 0.783444], [-3.383089, 0.260210, -1.644530], [-0.480089, 1.401185, 0.050981], [-1.083672, 2.564084, 0.707933], [-0.893982, 0.258385, 0.396227], [-0.320035, -1.089482, 0.266834], [-1.134814, -2.012718, 1.155376], [0.492555, 1.805422, -0.887878], [1.107719, -1.059831, 0.903471], [-3.248059, 0.369655, -0.451767], [-0.318663, -1.629845, -1.145411], [-0.342113, 2.596016, 1.594904], [1.057753, -0.917651, 1.926164], [-2.042624, -2.251452, 0.782259], [-2.033022, 2.115764, 1.050927], [-1.160823, 3.409405, 0.146209], [0.046054, -2.661692, -1.190217], [1.102019, 2.569814, -0.491544], [1.559252, -2.096241, 0.743183], [-1.233793, -1.604727, 2.164305], [1.694088, -0.115578, 0.506097], [-0.082064, 2.169677, -1.796434], [1.028418, 0.949015, -1.350525], [-1.317283, -1.671943, -1.546267], [0.350560, -1.060892, -1.801703], [-0.506624, -2.912553, 1.335083]], "forces_ev_per_a": [[1.5, -0.5, -0.1], [0.6, -0.1, 0.2], [-1.0, 0.2, 0.1], [0.9, -3.5, 4.2], [-0.5, 0.2, 0.5], [0.4, -0.5, 0.7], [3.4, -0.3, 2.1], [-0.2, -1.5, -3.9], [0.9, 0.7, -3.0], [-1.4, 0.2, -0.5], [0.7, -0.3, -0.7], [-1.5, 1.1, -1.0], [-0.3, 0.3, 2.2], [-2.9, -0.8, -1.2], [0.1, 1.0, 0.1], [0.0, 2.2, -1.7], [0.1, 0.1, 0.4], [0.9, 0.7, 0.3], [-0.1, 1.7, -0.1], [-0.3, 0.3, -0.2], [-0.6, -2.4, 0.5], [0.6, 0.1, 1.1], [0.1, 0.6, 0.8], [-0.4, 0.3, -0.3], [-0.3, 0.0, 0.0], [-0.6, 0.1, -0.4]]}